58
Properties=species:S:1:pos:R:3:nbo_charge:R:1 method="wB97M-V/def2-TZVPD" homo_lumo_gap_ev=7.7 relative_energy_ev=3.118 e_homo_ev=-8.06 smiles="O=C(/C=C/c1ccc(S(=O)(=O)N2CCOCC2)cc1)N1CCN(c2ccccc2)CC1"
O -1.979 -2.753 -0.998 -0.62
C -1.952 -1.894 -0.133 0.64
C -0.694 -1.189 0.215 -0.28
C 0.217 -0.945 -0.730 -0.13
C 1.507 -0.300 -0.546 -0.08
C 2.119 -0.187 0.707 -0.14
C 3.343 0.437 0.837 -0.18
C 3.962 0.961 -0.283 -0.34
S 5.557 1.742 -0.084 2.32
O 5.555 2.529 1.112 -0.94
O 5.937 2.371 -1.318 -0.94
N 6.514 0.383 0.217 -0.67
C 7.760 0.694 0.895 -0.27
C 8.448 -0.623 1.255 -0.07
O 8.685 -1.399 0.104 -0.52
C 7.485 -1.684 -0.573 -0.07
C 6.752 -0.402 -0.977 -0.27
C 3.382 0.863 -1.533 -0.19
C 2.162 0.227 -1.664 -0.18
N -3.051 -1.582 0.605 -0.43
C -3.244 -0.360 1.347 -0.21
C -4.141 0.606 0.555 -0.23
N -5.397 -0.048 0.273 -0.47
C -6.543 0.715 0.050 0.26
C -6.501 2.094 -0.160 -0.30
C -7.668 2.821 -0.316 -0.19
C -8.900 2.196 -0.276 -0.25
C -8.955 0.827 -0.069 -0.19
C -7.796 0.096 0.098 -0.27
C -5.199 -1.260 -0.497 -0.22
C -4.311 -2.224 0.290 -0.23
H -0.526 -0.936 1.251 0.21
H -0.031 -1.222 -1.747 0.23
H 1.639 -0.608 1.577 0.21
H 3.832 0.538 1.793 0.24
H 7.513 1.274 1.784 0.24
H 8.418 1.287 0.245 0.19
H 9.425 -0.437 1.704 0.20
H 7.816 -1.182 1.960 0.17
H 7.762 -2.263 -1.456 0.20
H 6.825 -2.284 0.071 0.17
H 5.787 -0.641 -1.427 0.22
H 7.354 0.167 -1.699 0.20
H 3.896 1.292 -2.379 0.25
H 1.700 0.142 -2.636 0.22
H -2.293 0.126 1.554 0.22
H -3.739 -0.606 2.293 0.20
H -4.324 1.490 1.168 0.22
H -3.612 0.907 -0.366 0.17
H -5.555 2.610 -0.221 0.21
H -7.607 3.887 -0.482 0.21
H -9.808 2.766 -0.403 0.21
H -9.910 0.324 -0.027 0.21
H -7.862 -0.965 0.285 0.21
H -4.703 -1.032 -1.455 0.18
H -6.158 -1.728 -0.712 0.22
H -4.801 -2.505 1.226 0.20
H -4.097 -3.115 -0.302 0.25